The following is a DFT calculation (ωB97M-V/def2-TZVPD) of a 2-piece molecular cluster, C3H8OS2 overall at a distorted geometry.

```
14
Properties=species:S:1:pos:R:3:forces:R:3
C -0.266649 1.888247 2.876589 1.613 -0.657 -0.359
S -0.993204 2.004018 1.142671 1.595 -0.450 0.289
S 0.651999 1.331445 0.032010 -1.710 1.189 0.583
H -0.033862 2.885286 3.323947 -0.705 -0.623 -0.642
H -0.757644 1.186673 3.587035 -0.395 0.725 -0.869
H 0.719975 1.412417 2.674371 -0.507 0.373 0.307
H 0.165022 1.756152 -1.192422 0.102 -0.330 0.689
O -0.083267 -0.900945 -3.485045 0.472 -0.625 1.722
C -0.399926 -1.559313 -2.505238 -0.029 0.822 -1.152
C 0.457281 -1.908991 -1.289957 -1.847 -1.052 2.461
H -1.444542 -1.892033 -2.506237 -0.107 -0.448 0.407
H -0.144103 -2.555012 -0.469337 0.807 1.750 -1.909
H 1.249590 -2.597855 -1.456345 0.939 -0.302 -0.871
H 0.879330 -1.050088 -0.732042 -0.228 -0.372 -0.655
```
Forces are in eV/Å.

energy relative to the best compared isomer or geometry (same formula, charge and spin)	1.1860	eV
2S+1	2
net charge	+1
HOMO energy (spin up / spin down)	-13.04 / -13.04	eV
lowest unoccupied orbital energy (spin up / spin down)	-5.609 / -8.436	eV